Record 1
94
Properties=species:S:1:pos:R:3:lowdin_charge:R:1 method="wB97M-V/def2-TZVPD" lumo_ev="4.044 / 4.040" spin_multiplicity=2 relative_energy_kcal_mol=0.0 charge=-2 fmax_ha_per_bohr=0.003 e_homo_ev="-0.760 / -2.686"
Hg 0.0021 -1.5408 -0.8847 0.790
C -0.5529 -2.3173 2.7760 -0.212
N 0.3020 -2.6496 1.6582 -0.038
C 0.6392 -3.8718 1.5079 -0.171
C 1.4959 -4.3679 0.4664 -0.396
C 1.6692 -5.7107 0.1107 -0.113
C 2.5353 -5.7083 -0.9908 -0.149
C 2.8434 -4.3636 -1.2243 -0.225
N 2.2221 -3.5482 -0.3528 -0.045
C 0.0291 -1.2325 3.6555 -0.213
C 1.3420 -0.8016 3.5222 -0.044
C 1.8304 0.2381 4.3063 -0.079
C 1.0138 0.8482 5.2448 -0.121
C -0.3014 0.4154 5.3922 -0.112
C -0.7880 -0.6117 4.6003 -0.064
H -0.7690 -3.2054 3.3921 0.114
H -1.5017 -1.9380 2.3886 0.074
H 0.2504 -4.6349 2.1992 0.117
H 1.2055 -6.5624 0.5891 0.079
H 2.8986 -6.5609 -1.5460 0.063
H 3.4987 -3.9574 -1.9844 0.083
H 1.9726 -1.2531 2.7681 0.091
H 2.8459 0.5849 4.1575 0.104
H 1.3915 1.6657 5.8476 0.092
H -0.9537 0.8940 6.1146 0.092
H -1.8271 -0.9152 4.6816 0.114
O 6.9149 1.7320 1.2701 0.076
C 6.6297 0.4829 0.9738 -0.538
O 7.4980 -0.3626 0.8446 0.036
C 5.1971 0.1319 0.7787 -0.071
C 4.7995 -1.1453 0.4351 -0.029
N 3.4688 -1.1387 0.3239 0.014
N 2.9473 0.0681 0.5744 0.097
C 3.9763 0.8626 0.8601 -0.143
C 3.7435 2.3170 1.2231 -0.578
O 4.7799 3.0184 1.3958 -0.013
O 2.5765 2.7376 1.3115 -0.033
H 6.0397 2.2982 1.3300 0.039
H 5.3863 -2.0327 0.2709 0.128
H 2.8719 -1.9625 0.0765 0.068
Cl -2.0109 -4.5472 -0.9613 0.491
C -3.2977 -3.3591 -1.2453 -1.022
Cl -3.4694 -2.2268 0.1002 0.539
H -4.2315 -3.8942 -1.3706 0.019
H -3.0400 -2.7944 -2.1339 -0.019
C -3.7265 4.0258 -0.2214 -0.118
C -4.2046 2.7248 -0.1149 -0.105
C -3.4932 1.6745 -0.6746 -0.134
C -2.3031 1.8919 -1.3820 -0.279
C -1.8342 3.2078 -1.4641 -0.092
C -2.5332 4.2616 -0.8897 -0.103
Si -1.3161 0.4521 -2.0911 0.570
C -2.3916 -0.4854 -3.3251 -0.325
C -1.7889 -1.4855 -4.1047 -0.146
C -2.5342 -2.3053 -4.9399 -0.106
C -3.9136 -2.1544 -5.0152 -0.121
C -4.5320 -1.1670 -4.2575 -0.108
C -3.7799 -0.3439 -3.4295 -0.105
C 0.1248 1.2042 -3.0580 -0.324
C 1.3110 1.5138 -2.3833 -0.117
C 2.3840 2.0989 -3.0418 -0.079
C 2.2967 2.3746 -4.3996 -0.109
C 1.1322 2.0669 -5.0913 -0.111
C 0.0588 1.4909 -4.4236 -0.108
H -4.2719 4.8471 0.2298 0.089
H -5.1139 2.5169 0.4375 0.103
H -3.8513 0.6619 -0.5237 0.074
H -0.9024 3.4112 -1.9796 0.095
H -2.1400 5.2693 -0.9619 0.092
H -0.7151 -1.6322 -4.0419 0.089
H -2.0382 -3.0736 -5.5213 0.097
H -4.5005 -2.8005 -5.6573 0.088
H -5.6070 -1.0367 -4.3111 0.092
H -4.2830 0.4204 -2.8486 0.087
H 1.4079 1.2962 -1.3238 0.061
H 3.2872 2.3288 -2.4895 0.104
H 3.1359 2.8230 -4.9185 0.090
H 1.0596 2.2763 -6.1529 0.088
H -0.8458 1.2557 -4.9754 0.095
C -0.3206 3.5210 2.7465 -0.028
N -1.2610 2.5237 2.2918 -0.078
C -2.5288 2.2811 2.9341 -0.065
C -2.8815 0.8884 2.3934 -0.535
O -3.9499 0.3334 2.6152 -0.012
N -1.8401 0.4121 1.6675 0.167
C -0.8952 1.3599 1.6869 -0.417
N 0.2975 1.2159 1.1447 0.224
H -0.8649 4.4421 2.9576 0.084
H 0.4212 3.7284 1.9768 0.074
H 0.2110 3.2013 3.6501 0.082
H -3.2903 3.0123 2.6576 0.113
H -2.4364 2.2402 4.0256 0.120
H 0.5924 0.2937 0.8609 0.005
H 1.0951 1.8561 1.2834 0.050

***

Record 2
26
Properties=species:S:1:pos:R:3:lowdin_charge:R:1 method="wB97M-V/def2-TZVPD" smiles="C=N[C@H]1[NH+]=CN[C@]23C[C@H]2CC[N@H+]13" lumo_ev=-7.430 relative_energy_kcal_mol=14.1 charge=+2 fmax_ha_per_bohr=0.032 e_homo_ev=-18.043
C -0.7275 2.5874 -0.1553 -0.011
C -3.1565 -1.1960 0.5526 0.093
C 1.5339 -1.1814 -0.9721 -0.078
C 2.1278 0.4232 0.9551 0.049
C 0.2950 -1.4498 -0.1084 -0.073
C -1.6041 0.3197 -0.5301 -0.228
C 2.0500 0.1647 -0.5177 -0.118
C 0.8867 0.8310 0.2032 -0.326
N -2.7868 -0.2521 -0.1827 0.062
N 0.4957 2.1949 0.0965 0.196
N -1.7181 1.7548 -0.3863 0.156
N -0.2512 -0.1107 0.3104 0.084
H -0.9419 3.6515 -0.1546 0.188
H -2.5097 -1.8299 1.1599 0.103
H -4.2188 -1.4069 0.5851 0.113
H 2.2753 -1.9690 -0.8407 0.146
H 1.2868 -1.1400 -2.0342 0.135
H 2.0758 -0.3936 1.6588 0.135
H 2.7883 1.2108 1.2887 0.139
H -0.4649 -2.0124 -0.6524 0.141
H 0.5634 -2.0188 0.7827 0.147
H 2.6864 0.7128 -1.1956 0.166
H 1.2241 2.8867 0.2579 0.200
H -2.6619 2.1132 -0.5117 0.190
H -1.3425 0.0546 -1.5681 0.193
H -0.5716 -0.1589 1.2839 0.197

***

Record 3
14
Properties=species:S:1:pos:R:3:lowdin_charge:R:1 method="wB97M-V/def2-TZVPD" lumo_ev="-2.860 / -7.151" spin_multiplicity=3 relative_energy_kcal_mol=24.2 charge=+1 fmax_ha_per_bohr=0.195 e_homo_ev="-9.362 / -14.289"
C -1.2322 0.3549 0.6848 0.122
N -3.2423 1.3132 2.2587 0.012
N 2.4912 -0.7752 -1.5096 0.064
N -0.6633 -0.3452 -0.0375 -0.025
N -0.0142 -1.0660 -0.8344 0.219
H -1.9759 0.8579 1.3648 -0.012
H -4.1137 1.2373 1.7453 0.064
H -3.1457 2.2785 2.5567 0.063
H 3.1234 -1.1117 -0.7911 0.079
H 2.7359 0.1868 -1.7163 0.079
H 2.6551 -1.3212 -2.3476 0.077
H -3.3265 0.7459 3.0960 0.064
H 1.0385 -0.9042 -1.0876 0.052
H -0.4709 -1.9091 -1.1533 0.142

***

Record 4
37
Properties=species:S:1:pos:R:3:lowdin_charge:R:1 method="wB97M-V/def2-TZVPD" smiles="CCCc1nnc(CSP(=O)(OCC)OCC)o1" lumo_ev=0.599 relative_energy_kcal_mol=1.5 fmax_ha_per_bohr=0.062 e_homo_ev=-9.394
O -0.6995 -2.2760 -1.0704 -0.324
N 2.6297 0.9551 -2.1224 0.091
N 2.0555 2.1283 -1.8194 0.082
O 0.4326 0.7415 -2.1606 0.114
O -0.0479 -0.4467 0.5830 -0.245
O 0.0026 -3.0217 1.3140 -0.250
S 2.1305 -2.2349 -0.8112 0.767
C 1.6553 0.0966 -2.2314 -0.393
C 0.7434 2.0011 -1.8762 -0.338
C 1.8041 -1.3787 -2.4300 -0.393
C -1.1394 0.6861 2.3197 -0.055
C 0.0154 -5.1507 2.3307 -0.075
C -1.0468 4.9885 -0.1387 -0.116
C -1.3441 -0.2944 1.1604 -0.283
C 0.1799 -4.4009 1.0241 -0.318
C -0.2717 3.0864 -1.7139 -0.100
C 0.0030 3.9220 -0.4285 -0.251
P 0.2400 -1.9828 0.0473 0.352
H 0.9334 -1.7731 -2.9850 0.095
H 2.6115 -1.5851 -3.1183 0.081
H -0.6367 0.1573 3.1648 0.095
H -0.5205 1.5086 1.9895 0.056
H -2.0728 1.0785 2.6814 0.068
H -0.9051 -4.8871 2.8236 0.073
H 0.8954 -4.9681 2.9763 0.088
H -0.0461 -6.2173 2.1901 0.071
H -0.7264 5.5637 0.7689 0.086
H -1.0721 5.6764 -0.9783 0.068
H -2.0148 4.5239 0.0625 0.070
H -1.7528 -1.2085 1.5148 0.094
H -2.0487 0.0651 0.4144 0.121
H 1.1550 -4.6045 0.5721 0.095
H -0.6099 -4.7368 0.3060 0.131
H -1.2523 2.5996 -1.6403 0.124
H -0.2689 3.7121 -2.5934 0.118
H 0.9441 4.4477 -0.5488 0.105
H 0.0450 3.2286 0.4231 0.097

***

Record 5
32
Properties=species:S:1:pos:R:3:lowdin_charge:R:1 method="wB97M-V/def2-TZVPD" lumo_ev="-4.010 / -4.009" relative_energy_kcal_mol=121.3 charge=+1 fmax_ha_per_bohr=0.086 e_homo_ev="-11.591 / -11.593"
C 3.8263 -0.5784 -0.4752 -0.107
C 3.2758 -1.1242 0.6508 -0.062
C 3.1621 0.3767 -1.2092 -0.076
C 1.9521 -0.7766 1.0095 -0.020
C 1.8341 0.7297 -0.8857 -0.019
C 1.3104 0.2437 0.3175 -0.212
C -2.5137 -1.8918 0.1895 -0.090
C -1.6600 -2.0338 -1.1143 -0.075
C -0.5916 1.8740 0.1941 -0.194
C -1.2904 1.6232 -1.0385 -0.124
C -0.0032 0.6928 0.8170 -0.129
C -1.7164 -0.6904 -0.3353 -0.224
C -0.3910 0.4633 2.2735 0.001
N -2.3286 0.5331 -0.7907 0.050
H 4.9051 -0.7933 -0.7642 0.139
H 3.8002 -1.8476 1.3949 0.149
H 3.6771 0.6593 -2.1821 0.135
H 1.5024 -1.3956 1.7600 0.115
H 1.3838 1.6252 -1.4998 0.148
H -3.5928 -1.8057 -0.0583 0.108
H -2.1719 -2.4264 1.1151 0.115
H -0.7159 -2.6738 -1.2343 0.129
H -2.3431 -2.1003 -1.9622 0.088
H 0.1741 2.6033 0.1040 0.138
H -1.3619 2.3236 0.8893 0.150
H -1.8931 2.5110 -1.4434 0.169
H -0.7486 1.2595 -1.8828 0.119
H -1.0116 1.2780 2.4548 0.058
H 0.4153 0.4784 2.9776 0.099
H -0.9586 -0.3878 2.3374 0.055
H -2.9650 0.8313 -0.0344 0.190
H -2.9616 0.4194 -1.5750 0.179

***

Record 6
16
Properties=species:S:1:pos:R:3:lowdin_charge:R:1 method="wB97M-V/def2-TZVPD" lumo_ev="-0.588 / -1.242" relative_energy_kcal_mol=80.3 fmax_ha_per_bohr=0.083 e_homo_ev="-8.374 / -8.009"
B 1.3314 1.3907 1.1668 -0.465
C 0.4826 -1.3036 -0.8195 -0.174
C -1.7427 -0.5694 -0.2491 -0.135
C -0.6804 -0.4671 -1.3012 -0.857
O 2.0599 0.5555 1.8843 0.235
O 0.8223 2.5179 1.6024 0.177
S 0.0051 1.1437 -1.7490 0.600
H 0.9957 -0.6020 -0.2558 -0.017
H 0.2100 -2.1180 -0.2239 0.061
H 0.9656 -1.8134 -1.5353 0.043
H -1.7365 -1.4969 0.3356 0.083
H -2.6451 -0.3169 -0.6661 0.037
H -1.5359 0.3023 0.4430 0.082
H -1.0052 -0.9061 -2.3013 0.109
H 1.9695 0.5330 2.7824 0.073
H 0.5037 3.1503 0.8868 0.148

***

Record 7
17
Properties=species:S:1:pos:R:3:lowdin_charge:R:1 method="wB97M-V/def2-TZVPD" smiles=C1[C@@H]2CC3(CC3)[C@H]12 lumo_ev=1.189 relative_energy_kcal_mol=55.1 fmax_ha_per_bohr=0.007 e_homo_ev=-9.360
C -1.9630 -0.3672 -0.0810 -0.080
C -1.4053 0.9286 -0.6131 -0.087
C -0.4915 -0.1368 -0.0996 -0.412
C 0.5954 -0.8897 -0.8806 -0.069
C 1.5476 -0.6342 0.2906 -0.204
C 1.6014 0.8136 0.6644 -0.086
C 0.4286 0.0030 1.0938 -0.165
H -2.4035 -1.0595 -0.7911 0.100
H -2.4676 -0.3395 0.8812 0.102
H -1.4481 1.0937 -1.6858 0.101
H -1.5302 1.8314 -0.0217 0.104
H 0.3601 -1.9501 -0.9893 0.113
H 0.8908 -0.4870 -1.8531 0.110
H 2.3418 -1.2885 0.6169 0.125
H 1.4665 1.5789 -0.0930 0.110
H 2.3252 1.0521 1.4371 0.104
H 0.1520 -0.1490 2.1245 0.134

***

Record 8
17
Properties=species:S:1:pos:R:3:lowdin_charge:R:1 method="wB97M-V/def2-TZVPD" smiles=CC[Si](C)(C)Br lumo_ev=0.707 relative_energy_kcal_mol=13.6 fmax_ha_per_bohr=0.059 e_homo_ev=-9.874
C -1.0205 -2.0135 -0.1560 -0.168
C 0.1469 1.8005 1.1327 -0.264
C 0.2068 0.8930 -1.6807 -0.204
C 0.0883 -1.3043 0.6462 -0.393
Si 0.7313 0.3084 0.0352 0.326
Br 3.1751 0.0746 0.4621 0.116
H -1.7206 -1.1290 -0.2623 0.073
H -0.6752 -2.2889 -1.1676 0.061
H -1.5597 -2.9675 0.2311 0.100
H 0.3436 1.7215 2.3076 0.065
H 0.4863 2.9077 0.8204 0.074
H -0.9240 1.9492 1.0591 -0.005
H 0.9565 1.2349 -2.3784 0.020
H -0.3496 -0.0153 -2.0073 0.020
H -0.4959 1.7927 -1.5611 0.060
H 0.8729 -1.9882 0.8736 0.039
H -0.2622 -0.9758 1.6454 0.079